Record 1
Here is a cluster of 2 separate species, C5H11N in total from OMol25. Energies are from wB97M-V/def2-TZVPD.

Output
- energy relative to the best compared isomer or geometry (same formula, charge and spin) (kcal per mole) = 143.7
- frontier orbital gap (eV) = 7.50
- F_max (eV/Å) = 0.4
- energy (eV) = -6847.2971

```
! wB97M-V def2-TZVPD RIJCOSX def2/J DEFGRID3
* xyz 0 1
H -0.458 2.217 -0.200
C -1.143 1.375 -0.057
C 0.601 0.330 0.542
H -0.149 -2.921 0.800
H 2.387 0.197 -0.680
N -0.044 -0.901 0.325
H 1.568 -2.167 0.648
H 0.918 0.670 -1.562
H -2.097 -0.569 0.475
H 1.135 0.352 1.502
H 1.736 1.837 -0.498
C 0.488 -2.066 0.608
C 1.457 0.783 -0.615
C -1.301 -0.689 -0.257
H -1.868 1.448 -0.876
H -1.673 1.521 0.885
H -1.557 -1.416 -1.040
*
```


Record 2
Here is a structure of composition C38H45BF2IN6NdOSSe2 at a distorted geometry from OMol25. Energies are from wB97M-V/def2-TZVPD.

Output
- energy relative to the best compared isomer or geometry (same formula, charge and spin) (kcal per mole) = 0.0
- frontier orbital gap (spin up / spin down) (eV) = 5.82 / 5.84
- F_max (eV/Å) = 1.7
- expectation value of S² = 3.7552
- energy (eV) = -222146.7416

```
! wB97M-V def2-TZVPD RIJCOSX def2/J DEFGRID3
* xyz 0 4
H 4.638 -1.359 -3.367
C 3.838 -1.975 -2.924
H -3.678 3.067 5.046
I 1.654 1.550 2.779
C 0.330 -1.935 6.150
N 2.834 -1.175 -2.253
N 0.094 -1.542 3.797
H 0.597 3.089 5.183
H -2.770 4.582 -3.767
H 3.890 -2.644 2.261
C -2.692 1.985 3.481
H 0.297 -6.402 -2.316
C 0.288 -4.277 -2.673
C -3.852 1.043 1.604
S 0.003 2.903 -0.254
C -2.042 -0.765 -2.165
H -4.103 -1.485 -4.752
C -1.383 3.293 -4.791
C 0.837 -5.274 -0.584
H 1.545 -0.645 4.945
H -0.121 5.154 -1.479
H 4.282 -2.676 -2.225
C -1.559 3.143 5.273
N -1.492 1.542 -2.138
H -1.656 -2.102 -0.522
H 5.663 0.264 1.077
N 3.813 -0.750 1.317
H -4.760 0.882 1.039
H -3.121 5.764 -1.451
H -1.041 5.764 -2.858
C 4.333 -1.654 2.345
H -1.063 -3.317 7.036
H -2.199 5.093 -0.100
Se 1.572 -3.700 1.696
H -4.813 2.093 3.200
C -1.453 1.509 2.940
H -1.581 3.763 6.157
C 0.459 -5.420 -1.896
O -0.182 0.095 -0.915
F 1.648 2.910 -2.439
H -2.015 3.191 -5.671
C 0.707 -1.336 4.967
F 2.717 2.849 -0.491
H -2.661 0.318 -3.905
C -0.747 -2.820 6.130
H 1.758 -0.817 -4.006
H 0.011 -4.344 -3.715
C 3.939 -1.359 -0.012
C -1.102 5.146 -1.958
H 5.424 -1.760 2.270
H 1.006 -6.116 0.066
N -1.432 3.798 -2.379
C -0.325 2.757 4.730
N 0.789 -2.880 -0.795
H 3.374 -2.296 -0.010
C -2.753 -0.604 -3.356
H -3.146 -3.851 -1.319
C 3.361 -0.449 -1.104
C -1.076 2.686 -1.748
C 2.231 -0.256 -3.199
B 1.558 2.853 -1.117
H -1.852 6.719 -0.691
H 4.634 0.837 2.403
H -0.863 2.354 -4.619
C -2.242 3.647 -3.580
H 4.997 -1.588 -0.228
C -0.948 -2.390 3.787
H -0.646 4.071 -4.980
H 0.366 -2.141 -2.660
Nd 0.441 -1.067 1.203
H 4.089 -1.249 3.326
C -1.419 0.683 1.772
C -0.306 1.967 3.616
C 0.474 -3.047 -2.080
C -3.720 -2.792 -3.103
H 4.215 1.239 0.740
Se -1.838 -2.663 2.167
H 2.966 0.431 -3.648
C -2.716 2.760 4.658
H -2.697 -0.037 0.197
C -3.566 -1.619 -3.825
C -1.386 -3.050 4.936
H -4.383 -3.569 -3.454
C -3.024 -2.960 -1.916
H 3.355 -2.535 -3.727
C -2.138 5.714 -0.989
C 4.625 0.464 1.380
H -2.968 2.853 -3.395
H 0.858 -1.724 7.065
C -1.159 0.310 -1.660
H -2.221 -3.727 4.856
H 1.468 0.329 -2.691
C -2.180 -1.965 -1.464
C -2.637 0.518 1.132
C 0.992 -3.987 -0.063
H 2.519 0.108 -0.661
C -3.887 1.721 2.787
H 4.127 0.284 -1.425
*
```


Record 3
Here is a cluster of 2 separate species, C6H9NO2 in total at a distorted geometry from OMol25. Energies are from wB97M-V/def2-TZVPD.

Output
- energy relative to the best compared isomer or geometry (same formula, charge and spin) (kcal per mole) = 82.0
- frontier orbital gap (eV) = 9.66
- F_max (eV/Å) = 4.6
- energy (eV) = -11949.7632

```
! wB97M-V def2-TZVPD RIJCOSX def2/J DEFGRID3
* xyz 0 1
H -3.175 -1.075 -0.305
O -0.343 -0.366 -1.835
H -3.783 0.556 0.144
C 2.610 -0.105 -0.373
H -2.670 -0.310 1.215
C -0.449 -1.442 0.326
N 0.021 -2.190 1.067
C -0.729 -0.162 -0.707
H 1.551 -0.066 1.546
H 0.828 1.959 -0.650
H 0.015 1.742 0.993
H 2.428 0.284 -1.382
H 3.610 0.231 -0.081
C -2.944 -0.131 0.175
H 2.629 -1.191 -0.450
O -1.861 0.526 -0.477
C 0.659 1.330 0.221
C 1.602 0.410 0.572
*
```


Record 4
Here is the ion C8H22N4 with charge +2 at a distorted geometry from OMol25. Energies are from wB97M-V/def2-TZVPD.

Output
- energy relative to the best compared isomer or geometry (same formula, charge and spin) (kcal per mole) = 79.2
- frontier orbital gap (eV) = 9.20
- F_max (eV/Å) = 7.7
- energy (eV) = -14590.9419

```
! wB97M-V def2-TZVPD RIJCOSX def2/J DEFGRID3
* xyz 2 1
H -2.161 1.954 -1.261
C -2.435 1.639 -0.317
H 0.332 2.034 1.582
N -1.192 1.312 0.409
H -1.134 -0.911 -2.292
N 1.024 0.615 -0.060
C 2.891 0.211 -1.249
H -2.820 2.515 0.212
H 2.555 -0.458 -1.987
H -3.084 0.849 -0.364
H 0.320 -2.100 0.887
H -0.548 -3.046 -0.299
C -2.110 -1.413 0.889
H -3.072 -1.528 0.510
C 3.150 0.433 1.207
C -0.476 2.482 1.002
H -1.146 2.786 1.839
H -2.500 -0.491 -1.598
H -1.976 -0.675 1.615
H 2.167 -1.022 0.066
H 2.568 0.339 2.083
H -1.999 -2.422 1.198
H 0.761 -2.073 -0.906
C -1.728 -1.230 -1.440
C 0.054 -2.214 -0.129
N -1.017 -1.182 -0.195
H 2.780 1.261 -1.408
H 3.889 -0.180 -1.277
C -0.498 0.222 0.166
H 3.977 -0.200 1.133
H -2.035 -2.258 -1.525
H -0.159 3.305 0.371
N 2.283 -0.048 0.071
H 3.340 1.498 1.066
*
```


Question: energy of number 1 (C5H11N)?
Answer: -6847.2971 eV


Question: The highest F_max belongs to which entry?
Answer: C8H22N4